A structure of composition C31H25Br2N2O6PbS, computed with ωB97M-V with the def2-TZVPD basis set.

Each line ends with the Mulliken charge.
Positions of all 68 atoms, in Å:
Pb (-0.34900, -0.44589, -0.63021)  1.67
C (4.45151, -0.60755, -0.01458)  -1.57
C (3.19794, 0.08536, -0.46082)  0.61
O (2.11695, -0.31133, -0.05737)  -0.44
C (3.29448, 1.25288, -1.37673)  0.50
C (4.39681, 2.06728, -1.35511)  -0.61
C (4.46692, 3.22070, -2.15358)  -0.54
C (3.41546, 3.56585, -3.01336)  -0.55
C (2.31052, 2.76694, -3.09039)  -0.41
C (2.19734, 1.56461, -2.29192)  0.38
O (1.21252, 0.81848, -2.43544)  -0.46
H (4.17501, -1.56221, 0.42708)  0.36
H (4.96215, -0.00119, 0.73802)  0.42
H (5.13880, -0.75495, -0.84717)  0.42
H (5.22770, 1.83919, -0.70040)  0.41
H (5.34572, 3.84839, -2.09799)  0.43
H (3.48770, 4.45942, -3.61821)  0.42
H (1.48316, 2.98144, -3.75363)  0.50
Br (-3.34317, -1.77268, -1.25090)  -0.16
C (-3.20437, -0.95619, -3.00164)  -0.42
Br (-1.50156, -1.28592, -3.82482)  -0.07
H (-3.33116, 0.11138, -2.87147)  0.22
H (-3.97377, -1.39970, -3.61862)  0.46
O (-2.57052, 1.81764, -1.15101)  -0.68
S (-2.52450, 2.44049, 0.14669)  1.30
O (-1.93845, 3.74213, 0.28645)  -0.70
N (-1.69684, 1.32460, 1.05510)  -0.03
C (-1.28096, 1.50784, 2.28567)  0.48
C (-1.55146, 2.62902, 3.12060)  -0.56
C (-1.14782, 2.64268, 4.44160)  -1.08
C (-0.45514, 1.57480, 4.98522)  -0.68
C (-0.10852, 0.44624, 4.19246)  1.09
C (0.61172, -0.64994, 4.70937)  -0.68
C (0.93052, -1.68953, 3.88125)  -0.94
C (0.54969, -1.62560, 2.53182)  -0.20
N (-0.13832, -0.61183, 2.02915)  0.11
C (-0.48344, 0.40719, 2.84223)  0.12
C (-4.14190, 2.45259, 0.84298)  0.00
C (-4.90821, 1.29462, 0.78708)  -0.15
C (-6.17529, 1.30586, 1.34394)  -0.69
C (-6.66454, 2.46534, 1.93546)  -0.40
C (-5.89302, 3.61804, 1.97263)  -0.75
C (-4.61780, 3.61718, 1.42622)  -0.17
H (-2.08594, 3.46948, 2.70413)  0.46
H (-1.38375, 3.49857, 5.05905)  0.42
H (-0.15741, 1.58924, 6.02600)  0.42
H (0.90377, -0.65092, 5.75244)  0.45
H (1.48130, -2.54991, 4.23318)  0.49
H (0.84920, -2.40383, 1.83283)  0.48
H (-4.51860, 0.40683, 0.30608)  0.25
H (-6.78629, 0.41405, 1.31032)  0.43
H (-7.65806, 2.47078, 2.36369)  0.40
H (-6.28482, 4.52078, 2.42113)  0.40
H (-4.00411, 4.50824, 1.43011)  0.54
O (1.80269, -3.38527, 0.37436)  -0.74
C (1.24970, -3.29291, -0.71105)  0.65
O (0.20233, -2.55598, -0.96644)  -0.59
C (1.74487, -4.08596, -1.88897)  0.31
C (1.72452, -3.53723, -3.16565)  -0.28
C (2.22417, -4.26037, -4.23863)  -0.62
C (2.71719, -5.54280, -4.03929)  -0.46
C (2.72801, -6.09481, -2.76541)  -0.54
C (2.25637, -5.36129, -1.68672)  -0.33
H (1.31609, -2.54519, -3.31112)  0.31
H (2.22094, -3.82885, -5.23149)  0.41
H (3.09387, -6.11321, -4.87838)  0.39
H (3.10936, -7.09579, -2.61156)  0.40
H (2.28172, -5.76732, -0.68425)  0.43

Properties
Total charge ... +1
E_tot ... -203979.8926 eV
Energy above the lowest of the compared OMol25 structures with the same formula, charge and spin ... 17.6 kJ/mol